# C62H48FeO3P3S2

C62H48FeO3P3S2 as an isolated structure in a non-equilibrium geometry (the ωB97M-V functional and the def2-TZVPD basis, the OMol25 dataset).

Geometry as XYZ:
```
119
Properties=species:S:1:pos:R:3:forces:R:3:lowdin_charge:R:1
C 0.304 0.632 3.175 0.13 0.25 0.67 -0.245
H 3.284 4.794 5.337 -0.53 -0.06 -0.29 0.119
H 3.838 0.839 1.189 -0.32 -0.06 -0.04 0.090
C -4.455 -2.144 2.364 1.95 -0.52 -1.16 -0.189
C -3.602 -1.982 -3.648 0.10 -0.58 1.40 -0.210
H 2.803 -4.865 5.019 0.32 -0.24 0.31 0.087
H 0.842 -5.079 -4.217 0.50 0.57 0.87 0.115
P 0.096 -0.907 2.111 -0.52 1.16 0.88 0.962
H -4.518 -0.252 1.315 -0.49 0.64 -0.32 0.128
H -4.610 -3.943 1.139 -0.70 0.09 -0.17 0.142
C -3.724 2.760 -4.088 -0.39 0.78 0.14 -0.083
C -2.074 -2.530 3.121 0.07 -0.52 -0.36 -0.146
C 2.834 3.326 -5.239 -1.08 -0.19 -0.85 -0.111
C 2.578 0.775 -1.794 0.38 -0.68 -0.15 -0.262
C 2.683 4.105 2.337 0.61 0.34 1.46 -0.012
C -2.604 -2.206 -4.795 1.68 -0.18 -2.22 -0.787
C -4.892 2.953 -1.970 -0.49 -0.40 0.09 -0.079
H 2.808 3.290 0.343 -0.47 0.57 -0.25 0.111
H -1.364 -3.166 3.679 -0.27 0.36 -0.49 0.094
O -2.599 -3.310 -5.392 -1.05 -0.25 1.30 -0.080
H 4.189 -0.356 -2.512 -0.08 0.41 -0.35 0.112
Fe 0.054 -0.645 -0.140 -0.53 0.91 1.13 -0.241
H -3.036 0.761 -4.610 -0.36 0.37 0.44 0.108
H -2.186 0.512 1.462 -0.19 -0.92 0.02 0.076
H 6.788 -2.135 2.181 -0.11 0.36 0.05 0.101
S 0.160 1.595 0.319 -1.16 1.27 -0.32 0.875
C -4.919 -2.886 1.050 1.68 -0.98 1.15 -0.227
C 1.928 -4.483 -2.356 -0.66 -0.18 -0.27 -0.085
H 0.344 -2.845 -4.845 0.10 0.50 -0.39 0.093
H -4.192 4.623 -3.099 -0.25 0.31 -0.20 0.090
C 2.325 3.214 1.309 -0.35 -0.07 -0.25 -0.066
C -4.069 0.803 -2.688 -0.19 1.89 -1.00 -0.345
H 1.476 -5.365 2.968 0.56 0.04 0.16 0.106
C 2.263 4.622 4.935 0.10 1.11 1.06 -0.120
C -5.774 -1.374 -1.218 2.91 0.73 -0.89 -0.131
C -3.612 1.395 -3.901 0.70 -0.61 0.30 -0.061
H -4.587 -1.780 -4.038 -0.46 0.20 -0.35 0.081
H 2.194 -5.504 -2.013 -0.42 0.81 -0.19 0.105
C 2.017 -2.072 -1.944 -0.61 -0.06 -2.52 -0.395
H 3.826 3.667 -5.489 0.21 0.29 -0.52 0.103
C 0.409 4.412 -2.536 -0.22 0.75 -0.16 -0.005
C 5.982 -1.774 1.547 -0.08 0.46 0.04 -0.096
H -0.884 -0.209 4.771 0.37 0.12 -0.39 0.121
C 0.739 2.473 -1.133 -0.45 -0.30 1.13 -0.316
H 3.098 -2.494 5.812 -0.29 -0.25 -0.74 0.106
H 1.175 4.807 -5.375 0.10 -0.01 0.09 0.112
H 0.536 -3.524 1.651 0.24 -0.16 0.57 0.108
H 1.862 3.513 6.903 0.09 0.30 -0.59 0.112
C 1.461 -1.843 -3.253 -0.13 -0.89 0.69 -0.086
C 1.365 3.830 5.964 -0.21 -0.47 -0.19 -0.101
H 2.613 5.337 -4.450 -0.76 -0.47 0.02 0.128
C 2.251 3.864 3.652 -0.70 -1.14 -1.57 -0.151
C 2.561 -2.729 4.872 0.52 -0.30 -0.03 -0.088
H 2.316 2.896 -6.168 0.95 0.28 1.34 0.147
C 1.479 2.689 3.852 -0.20 -0.59 -0.59 -0.075
C 3.721 -1.045 0.034 1.65 0.06 0.04 -0.309
C 1.727 -4.350 3.275 -0.50 -0.32 -0.12 -0.104
C -2.462 -0.533 1.718 -0.01 0.84 0.51 -0.150
C 4.268 -0.134 0.997 -0.43 -1.25 -0.67 -0.062
H -2.862 -2.478 0.146 -0.77 -0.24 -0.02 0.128
H -0.760 3.883 -0.726 0.50 0.13 -0.34 0.114
H 0.482 4.424 6.295 0.56 -0.35 -0.40 0.118
C 3.794 1.277 -3.890 -0.25 0.95 0.07 -0.004
H -3.612 -3.932 3.564 -0.06 1.48 -0.43 0.098
C -4.301 3.554 -3.076 0.36 -1.07 0.00 -0.096
C -6.721 -1.867 -0.305 -0.35 -1.69 2.59 -0.102
H 1.792 5.608 4.772 0.41 -0.19 0.09 0.117
H -3.733 -2.931 -3.061 0.29 0.74 -0.57 0.102
C -3.793 -1.025 1.455 -0.47 -0.68 0.14 -0.197
H -7.763 -1.619 -0.485 0.01 -0.17 0.20 0.091
C 0.060 1.565 5.457 0.19 1.37 0.44 -0.024
H 4.330 -2.736 -1.224 -0.28 -0.05 0.19 0.088
C -1.599 -1.400 2.379 0.90 0.06 0.66 -0.437
C 1.014 -2.946 -4.008 0.03 -0.19 1.23 -0.061
C 2.434 -4.052 4.428 -0.23 0.47 0.42 -0.102
H 2.140 -0.668 4.460 -0.17 -0.09 0.00 0.096
P 2.151 -0.710 -0.797 0.97 0.58 -0.04 0.977
H -0.514 1.530 6.407 0.67 0.02 -0.62 0.120
C 1.202 -1.987 3.006 0.68 -1.62 0.54 -0.328
C 4.510 -2.163 -0.329 0.26 0.68 1.37 -0.086
H 1.239 -0.817 -3.575 0.10 -0.54 0.02 0.107
C 5.390 -0.507 1.693 0.35 -0.97 0.10 -0.091
C 1.932 4.472 -4.663 0.94 0.47 -0.40 -0.111
C -6.329 -2.630 0.790 -2.17 1.35 -1.99 -0.051
H -5.299 -1.780 2.897 -0.62 0.22 1.04 0.110
C 0.072 3.644 -1.405 -0.12 -0.29 -0.04 -0.040
C 1.397 2.206 1.505 0.28 -0.40 -0.42 -0.282
O -1.118 2.315 0.699 1.46 -0.54 -0.02 -0.457
S -1.380 -1.032 -1.764 -1.13 0.23 -1.33 0.491
H 5.826 0.138 2.408 0.22 0.81 0.71 0.086
H 4.567 0.994 -4.592 -0.03 -0.05 -0.04 0.112
O -1.844 -1.277 -5.177 -0.59 1.05 1.17 -0.110
C -4.875 1.547 -1.808 1.18 0.24 0.35 -0.057
C -0.201 0.601 4.478 -0.21 -0.60 -0.86 -0.077
H -6.153 -0.870 -2.127 0.39 -0.30 0.57 0.108
C 2.187 -3.381 -1.529 0.03 -1.18 1.26 -0.154
C 1.787 1.946 -1.893 0.10 0.80 -2.24 -0.144
C 3.599 0.550 -2.705 -0.23 -0.69 0.28 -0.074
C 2.010 2.715 -3.085 0.93 -1.10 -0.04 -0.063
H -7.122 -2.930 1.510 0.81 -0.09 -0.51 0.112
C -3.385 -2.917 3.103 -0.39 -0.86 0.93 -0.103
C -3.890 -2.075 0.232 0.24 0.58 0.72 -0.221
C 2.001 -1.692 4.131 -0.61 -0.26 -0.42 -0.076
C 1.126 -3.341 2.565 -0.31 1.67 -0.37 -0.120
P -3.342 -0.736 -2.261 0.47 -3.41 0.09 0.707
C 0.935 2.603 5.154 -0.53 -0.35 0.38 -0.155
H -3.342 3.269 -4.985 -0.06 -0.50 0.42 0.106
H 6.035 -3.529 0.348 0.14 -0.01 -0.16 0.100
C 2.964 2.359 -4.101 -0.71 -0.50 0.90 -0.142
H -5.278 0.998 -0.934 0.22 0.89 -0.52 0.102
C 1.230 -4.268 -3.556 0.49 0.30 -0.48 -0.072
C 1.346 3.901 -3.405 -0.11 0.69 0.52 -0.171
C 1.104 1.775 2.797 -0.74 0.24 2.17 -0.150
C -4.393 -1.454 -0.961 -2.66 0.65 -2.21 -0.312
H 2.461 -3.597 -0.460 -0.07 0.27 -1.25 0.116
C 5.568 -2.569 0.517 -0.71 -0.04 -0.97 -0.086
H 3.281 4.997 2.083 -0.20 -0.64 0.18 0.114
H -5.350 3.601 -1.216 0.07 -0.41 -0.19 0.102
H -0.046 5.418 -2.669 0.23 -0.94 -0.10 0.124
```
Positions in Å, forces in eV/Å.

Values from the calculation:
LUMO (spin up / spin down) = 1.7 / 1.7 eV
Multiplicity = 5
<S²> = 6.08
Net charge = -1
Total energy = -5701.13462 a.u.